Entry 1:
61
Properties=species:S:1:pos:R:3:lowdin_spin:R:1 method="wB97M-V/def2-TZVPD" lumo_energy_ev="0.2 / 0.2" spin_multiplicity=4 relative_energy_ev=0.2292 homo_lumo_gap_ev="2.9 / 7.1" largest_force_ev_per_a=4.2
Pd -2.43999 22.73747 -7.39445 1.532
Cl -0.39657 23.61534 -6.11183 0.156
C 0.66476 20.90808 -9.59615 0.000
C -0.40660 21.87224 -9.98208 0.006
O -1.27836 22.15861 -9.17744 0.042
N -0.46053 22.16126 -11.32482 0.002
C -1.53811 22.89406 -11.96793 0.003
H 0.49942 19.95196 -10.09271 0.000
H 0.57288 20.67055 -8.53631 0.000
H 1.63141 21.36648 -9.80484 0.000
H 0.25281 21.81774 -11.95190 0.000
H -2.04497 23.53144 -11.24341 0.003
H -2.18832 22.15711 -12.43934 0.000
H -1.17799 23.53106 -12.77579 0.001
C -5.33344 21.43212 -4.56037 0.001
C -4.56342 22.73483 -4.84030 0.010
O -3.93971 22.86529 -5.91439 0.039
N -4.61354 23.65784 -3.85543 0.002
C -3.92990 24.94241 -3.88671 0.002
H -6.11169 21.25063 -5.30165 0.000
H -5.73922 21.46236 -3.54917 0.000
H -4.69795 20.55150 -4.65393 0.000
H -5.30723 23.60699 -3.12309 0.000
H -4.69993 25.68483 -4.09644 0.001
H -3.07876 24.92436 -4.56740 0.000
H -3.39523 25.19792 -2.97186 0.000
C -1.71837 18.44330 -7.48169 0.001
C -1.95251 19.55433 -6.45253 0.005
O -2.28474 20.67001 -6.79960 0.026
N -1.78780 19.26785 -5.15845 0.000
C -1.74616 20.27755 -4.07908 0.000
H -0.78755 18.67678 -7.99856 0.000
H -2.52810 18.47147 -8.21083 0.000
H -1.66147 17.43922 -7.06133 0.000
H -1.59286 18.31523 -4.88534 0.000
H -2.44925 19.99879 -3.29419 0.000
H -1.75640 21.31976 -4.39815 0.000
H -0.80817 20.06173 -3.56754 0.000
C -5.47229 22.11404 -10.70362 0.005
C -5.19153 21.45607 -9.40236 0.005
O -4.24420 21.81782 -8.65887 0.032
N -5.96926 20.45352 -9.12562 0.000
C -5.79511 19.52137 -7.99036 0.000
H -6.46513 22.54458 -10.83401 0.001
H -5.24487 21.44696 -11.53511 0.000
H -4.73357 22.91543 -10.69021 0.003
H -6.84555 20.31157 -9.60735 0.000
H -6.72463 19.45247 -7.42527 0.000
H -5.12998 19.88642 -7.20777 0.000
H -5.45462 18.52720 -8.27984 0.000
N -2.76927 24.66305 -8.35642 0.384
C -4.06006 25.13813 -8.34303 0.238
C -4.45605 26.37351 -8.89190 0.055
C -3.56993 27.08239 -9.59383 0.233
C -2.24876 26.59761 -9.76730 0.090
C -1.90977 25.43884 -9.06247 0.076
H -4.84167 24.51486 -7.93435 0.022
H -5.46927 26.74138 -8.82520 -0.003
H -3.87892 27.99717 -10.07768 0.018
H -1.51843 27.15564 -10.33441 0.006
H -0.98938 24.90207 -9.23902 0.004

Entry 2:
108
Properties=species:S:1:pos:R:3:lowdin_spin:R:1 method="wB97M-V/def2-TZVPD" lumo_energy_ev="-4.9 / -7.8" spin_multiplicity=6 relative_energy_ev=0.5336 charge=+2 homo_lumo_gap_ev="7.0 / 4.0" largest_force_ev_per_a=3.7
Ir 0.15799 0.50299 -0.40135 2.531
C -3.60491 -0.62537 -3.72134 0.003
C -4.36358 -1.12710 -2.49951 0.001
C -5.29273 -0.02309 -1.93924 0.001
C -5.23876 -2.30207 -2.96709 0.001
N -3.49900 -1.67159 -1.38658 0.021
C -4.12937 -2.36303 -0.35561 0.011
C -3.17505 -2.92461 0.40083 0.017
N -1.94821 -2.58733 -0.13419 0.009
B -0.66955 -3.28621 0.44703 0.005
N -0.18038 -2.62934 1.77160 0.021
C 0.49314 -3.40244 2.68769 0.019
C 0.72476 -2.65174 3.78040 0.015
N 0.19856 -1.39497 3.53998 0.022
C -0.34944 -1.40695 2.29684 0.036
S -1.16020 -0.08925 1.50747 0.352
C 0.10618 -0.32132 4.59297 0.002
C 0.85603 -0.79657 5.83473 0.000
C 0.75499 0.98738 4.13754 0.003
C -1.37027 -0.12833 4.95120 0.006
N 0.42378 -3.43470 -0.62755 0.030
C 0.28583 -4.41656 -1.58590 0.022
C 1.27736 -4.26186 -2.47456 0.023
N 2.04802 -3.18199 -2.06939 0.034
C 1.50022 -2.67287 -0.93421 0.029
S 2.00579 -1.32613 0.01382 0.422
C 3.21319 -2.76841 -2.93439 0.002
C 4.08424 -4.00923 -3.15151 0.001
C 2.62422 -2.27545 -4.25765 0.001
C 4.09563 -1.67491 -2.34554 0.006
C -2.14455 -1.80621 -1.21755 0.022
S -0.87862 -1.08351 -2.13518 0.161
H -4.34451 -0.29237 -4.45457 0.000
H -3.02761 -1.42962 -4.17326 0.002
H -2.92598 0.19303 -3.50843 0.000
H -6.21212 -0.06297 -2.52417 0.000
H -5.60305 2.06065 -1.59877 0.000
H -5.57393 -0.26258 -0.91175 0.000
H -5.76298 -2.02232 -3.88126 0.000
H -5.98829 -2.58344 -2.22641 0.000
H -4.61835 -3.17258 -3.18266 0.000
H -5.19922 -2.43089 -0.25919 0.000
H -3.26288 -3.56242 1.26634 0.001
H -1.01991 -4.39662 0.74452 0.000
H 0.74813 -4.43093 2.49261 0.001
H 1.21511 -2.92265 4.69589 0.001
H 1.89176 -1.04816 5.60202 0.000
H 0.36816 -1.64829 6.31175 0.000
H 0.87194 0.02112 6.55361 0.000
H 1.84193 0.89405 4.13382 0.000
H 0.48601 1.76732 4.85179 0.000
H 0.42428 1.30807 3.15389 0.002
H -1.83530 -1.09079 5.17557 0.000
H -1.91120 0.35194 4.13629 0.004
H -1.44734 0.50389 5.83629 0.000
H -0.50318 -5.14963 -1.55278 0.001
H 1.49385 -4.83097 -3.36007 0.001
H 3.55929 -4.80003 -3.68620 0.000
H 4.43059 -4.40433 -2.19499 0.000
H 4.95672 -3.73568 -3.74447 0.000
H 2.10352 -3.07051 -4.79373 0.000
H 3.42855 -1.90900 -4.89693 0.000
H 1.92060 -1.45917 -4.07915 0.000
H 4.48026 -1.94264 -1.36342 0.002
H 3.57643 -0.72295 -2.27076 0.002
H 4.94475 -1.55032 -3.01979 0.000
N -4.36352 0.36741 1.71606 0.007
C -4.34008 1.41988 0.92860 0.001
N -3.40657 1.54620 -0.01435 0.005
C -3.52864 1.75183 -1.27824 0.001
C -4.81060 1.44032 -2.02678 0.000
S -5.41494 2.72722 1.18973 0.002
C -2.42983 2.35417 -2.04556 0.009
C -2.72357 3.30142 -2.97343 0.004
S -1.29950 3.88843 -3.71090 0.008
C -0.37734 2.74306 -2.77220 0.007
N -1.08522 2.04506 -1.91578 0.113
N 0.94024 2.58709 -2.99735 0.007
H -3.60177 -0.30815 1.63751 0.005
H -4.93419 0.37517 2.54967 0.000
H -4.70229 1.71772 -3.06974 0.000
H -3.68558 3.71923 -3.22845 0.001
H 1.42661 3.21397 -3.61382 0.000
H 1.48192 2.06198 -2.32829 0.008
N 1.53554 1.89115 -0.06634 0.689
C 2.31891 2.62340 0.61621 0.141
C 3.56752 2.04658 1.20108 0.043
C 3.51564 0.84137 1.89348 0.007
C 4.66741 0.29591 2.43672 0.001
C 5.88391 0.94504 2.27607 0.006
C 5.94513 2.13757 1.56557 0.002
C 4.79309 2.69222 1.03249 0.010
C 2.03190 4.07061 0.81625 0.040
C 1.18935 4.73868 -0.07506 0.011
C 0.91051 6.08295 0.09286 0.000
C 1.45643 6.77562 1.16692 0.008
C 2.27130 6.11369 2.07397 0.002
C 2.56003 4.76814 1.90291 0.011
H 2.56212 0.34616 2.02228 0.000
H 4.61594 -0.64197 2.97677 0.000
H 6.78535 0.52403 2.70287 0.000
H 6.89374 2.64108 1.42850 0.000
H 4.84696 3.61742 0.47156 0.000
H 0.76585 4.19118 -0.90700 0.003
H 0.27154 6.59661 -0.61510 0.000
H 1.24328 7.82881 1.29916 0.000
H 2.69194 6.64671 2.91691 0.000
H 3.18015 4.25956 2.62880 0.000

Entry 3:
16
Properties=species:S:1:pos:R:3:mulliken_charge:R:1 method="wB97M-V/def2-TZVPD" lumo_energy_ev=1.0 spin_multiplicity=1 relative_energy_ev=0.1199 homo_lumo_gap_ev=11.2 largest_force_ev_per_a=0.4
O -1.87405 0.04906 0.79402 -0.561
C -1.05928 0.19400 -0.36396 0.156
C -0.20132 -1.05666 -0.59474 -0.752
C 0.94771 -0.88256 0.40345 -0.609
C 1.27851 0.61666 0.32487 -0.542
C -0.04806 1.31350 -0.06588 -0.793
H -2.51587 -0.64894 0.61229 0.319
H -1.68627 0.43308 -1.23585 0.328
H -0.77591 -1.97830 -0.44007 0.394
H 0.17006 -1.06813 -1.62849 0.294
H 1.81685 -1.51393 0.19150 0.367
H 0.58394 -1.13231 1.40588 0.256
H 1.69530 0.99056 1.26529 0.290
H 2.03187 0.79205 -0.45220 0.260
H -0.45395 1.94391 0.73093 0.326
H 0.09047 1.94799 -0.94704 0.268

Entry 4:
19
Properties=species:S:1:pos:R:3:mulliken_charge:R:1 method="wB97M-V/def2-TZVPD" lumo_energy_ev=-3.1 spin_multiplicity=1 relative_energy_ev=0.8980 charge=+1 homo_lumo_gap_ev=11.2 largest_force_ev_per_a=2.4
C 0.19763 1.62138 -0.75782 -0.664
C 0.91368 0.26182 -0.95647 -0.681
C -0.01003 -0.93610 -0.94074 -0.631
C 0.07252 -1.75372 0.34147 -0.784
N -0.19353 -0.96540 1.58398 -0.152
N -0.77131 1.69806 0.41119 -0.664
H 0.96017 2.36246 -0.54089 0.382
H -0.24650 2.00391 -1.65418 0.408
H 1.68566 0.15646 -0.24360 0.452
H 1.31958 0.46884 -1.93251 0.315
H -1.07255 -0.65158 -1.05177 0.416
H 0.22917 -1.71750 -1.63223 0.324
H 1.06339 -2.11971 0.40973 0.395
H -0.69299 -2.51920 0.32138 0.338
H 0.54420 -1.11244 2.23150 0.329
H -0.46653 0.06024 1.28135 0.341
H -1.68718 1.94368 0.05772 0.225
H -0.45168 2.43407 1.04350 0.259
H -1.03882 -1.35416 2.00611 0.394

Entry 5:
64
Properties=species:S:1:pos:R:3:mulliken_charge:R:1 method="wB97M-V/def2-TZVPD" lumo_energy_ev=-4.0 spin_multiplicity=1 homo_lumo_gap_ev=1.3 largest_force_ev_per_a=5.9
C 0.58376 0.32329 0.13143 -1.036
C 0.46373 -1.09242 -0.56734 -0.519
C 1.73782 -1.46062 -1.45713 -0.264
Cl 3.30293 -0.82019 -0.74970 -0.101
C 1.82258 -2.99385 -1.74812 -0.556
C 2.05918 -3.95105 -0.68129 0.539
B 2.23180 -3.59182 0.88170 0.604
O 1.18236 -3.28455 1.77068 -0.573
O 3.54142 -3.64388 1.38183 -0.452
C 3.56857 -3.68819 2.83816 -0.575
C 2.15582 -5.40216 -1.03551 0.261
F 2.41422 -6.29035 -0.04453 -0.262
C 1.97668 -5.79185 -2.42702 0.764
C 2.05452 -7.32442 -2.74994 -1.627
C 1.72244 -4.76385 -3.45682 -0.120
S 1.54539 -5.35857 -5.16693 1.228
O 1.45227 -4.31360 -6.16862 -0.618
O 2.75883 -6.12710 -5.44600 -0.587
C 0.12948 -6.56556 -5.39581 0.682
F 0.64471 -7.81215 -5.62520 -0.177
F -0.59684 -6.27303 -6.51326 -0.206
F -0.72093 -6.59708 -4.32874 -0.213
N 1.65272 -3.43318 -3.05222 0.415
F 1.39400 -2.53215 -4.02439 -0.201
H -0.43256 0.80014 0.02933 0.352
H 0.90163 0.27645 1.20143 0.247
H 1.27707 1.01865 -0.42132 0.306
H -0.37570 -0.98535 -1.31662 0.330
H 0.15412 -1.91665 0.11904 0.454
H 1.60238 -0.86815 -2.40285 0.517
H 1.22201 -2.32417 1.95886 0.320
H 3.30110 -2.65591 3.19734 0.278
H 4.63696 -3.89983 3.12206 0.244
H 2.91708 -4.48391 3.27257 0.278
H 2.90633 -7.52640 -3.44890 0.377
H 2.23294 -7.93147 -1.82294 0.359
H 1.09238 -7.70920 -3.18579 0.274
C -1.79179 4.83276 -1.26051 -1.008
Si -2.33896 5.39892 0.45806 0.147
C -4.21328 5.23148 0.50765 -1.011
C -1.89313 7.22300 0.58760 -1.032
N -1.54989 4.43097 1.64114 -0.098
Si -1.80560 4.65878 3.32890 0.169
C -3.59368 4.37550 3.84516 -1.018
C -1.26665 6.35917 3.92890 -1.037
C -0.76610 3.39720 4.28170 -1.004
H -2.28397 5.43750 -2.02900 0.272
H -0.71149 4.94469 -1.37989 0.247
H -2.05879 3.78632 -1.42740 0.226
H -4.65609 5.68680 -0.38557 0.354
H -4.64299 5.73779 1.37362 0.312
H -4.51022 4.18105 0.53255 0.248
H -0.81065 7.35476 0.65091 0.257
H -2.35444 7.69291 1.45759 0.314
H -2.24680 7.76099 -0.29813 0.347
H -4.24507 5.18648 3.51556 0.315
H -3.66679 4.32387 4.93664 0.347
H -3.97187 3.43495 3.43829 0.252
H -0.26322 6.59803 3.56975 0.257
H -1.24778 6.38442 5.02330 0.347
H -1.95195 7.14218 3.59887 0.316
H 0.29641 3.53077 4.06371 0.247
H -1.05572 2.37841 4.01470 0.222
H -0.91272 3.52445 5.35848 0.272

Entry 6:
19
Properties=species:S:1:pos:R:3:mulliken_charge:R:1 method="wB97M-V/def2-TZVPD" lumo_energy_ev=-5.9 spin_multiplicity=1 relative_energy_ev=0.0000 charge=+1 homo_lumo_gap_ev=6.9 largest_force_ev_per_a=1.5
C -2.99645 0.20996 0.74867 -0.137
C -1.91284 1.05352 0.58397 -0.534
C -3.03561 -0.99748 0.03530 -0.480
C -1.99863 -1.27936 -0.81317 -0.068
C -0.89299 0.66990 -0.29156 0.647
C 2.99626 -0.76283 0.03177 -0.262
C 0.25776 1.44580 -0.51046 -0.593
C 1.25321 2.10192 -0.69602 0.190
O -0.97129 -0.47272 -0.96396 -0.185
O 4.30404 -0.43665 0.40964 -0.514
H -3.80513 0.47667 1.41243 0.480
H -1.83808 1.99354 1.10716 0.415
H -3.85519 -1.68820 0.13766 0.399
H -1.93489 -2.17055 -1.42298 0.440
H 2.56675 -1.53687 0.67615 0.304
H 2.10122 2.70101 -0.87770 0.431
H 2.35066 0.12440 0.06090 -0.099
H 3.05196 -1.13050 -0.98990 0.271
H 4.35924 -0.30157 1.36210 0.294